Record 1
This record from OMol25 describes a 12-piece molecular cluster, C59H83N11O5 overall in a non-equilibrium geometry. The level of theory is ωB97M-V with the def2-TZVPD basis set.

- HOMO: -8.0 eV
- Orbital gap: 0.298 Eh
- Molar mass: 1026.39 Da

Each line ends with the Mulliken charge.
Positions of all 158 atoms, in Å:
C -1.329943 -1.753375 3.379311  -0.657
C -1.265778 -2.681719 2.048150  -0.283
C -1.474422 -1.681698 0.790987  0.713
C -0.898404 -2.252043 -0.586473  -0.608
C -0.704253 -1.131811 -1.734471  -0.797
C 0.174917 0.133599 -1.267790  -0.026
C -0.612237 1.544223 -1.367481  -0.917
C -1.634353 1.811572 -0.170507  0.886
C -2.732994 2.901286 -0.710077  -0.934
C -4.093679 2.718881 0.115459  -0.291
C -5.121706 1.659227 -0.575400  -0.449
O -5.797254 0.974339 0.509896  -0.092
C -6.993660 0.380743 0.090105  0.477
O -7.690489 0.723004 -0.870435  -0.528
O -7.481711 -0.697609 0.895746  -0.346
C -6.869301 -1.949407 0.497050  0.204
C -7.456607 -2.483960 -0.904569  -0.499
C -6.187914 -2.839547 -1.823998  0.581
O -5.867136 -2.119117 -2.784026  -0.556
O -5.393579 -3.977699 -1.512915  -0.475
H -0.846495 -0.735965 3.225397  -0.053
H -0.793558 -2.254643 4.263418  0.342
H -2.432806 -1.577016 3.599786  0.227
H -2.026033 -3.524252 2.079836  0.132
H -0.180959 -3.043290 1.983900  0.265
H -0.952490 -0.705416 1.077022  -0.239
H -2.602475 -1.453870 0.761304  -0.295
H -1.616843 -3.027949 -1.013979  0.131
H 0.134310 -2.678349 -0.368411  0.313
H -1.706013 -0.752073 -2.136448  0.310
H -0.162094 -1.618381 -2.618626  0.346
H 0.620777 -0.032522 -0.230819  0.035
H 1.062400 0.199518 -1.988654  0.213
H -1.167157 1.566570 -2.364335  0.353
H 0.188706 2.367575 -1.351916  0.216
H -2.197852 0.895123 0.194365  -0.315
H -1.065855 2.328310 0.686032  -0.093
H -2.287786 3.920847 -0.417373  0.384
H -2.869493 2.812210 -1.847946  0.321
H -3.939467 2.339108 1.190230  -0.031
H -4.699299 3.695389 0.182437  0.475
H -5.799469 2.288701 -1.233268  0.283
H -4.468209 0.979908 -1.221925  0.207
H -5.725210 -1.912597 0.489079  -0.144
H -7.142373 -2.729938 1.294628  0.196
H -8.034530 -3.462194 -0.730491  0.314
H -8.161434 -1.742813 -1.401554  0.324
H -4.501501 -3.810977 -1.904427  0.343
C 0.207770 -7.083865 -0.573789  -0.398
C 0.984989 -6.930845 0.601148  -0.426
C 0.162118 -6.415085 1.571891  -0.526
N -1.081849 -6.246847 1.025298  0.052
C -1.064033 -6.657056 -0.281089  -0.584
H 0.541533 -7.465084 -1.527204  0.411
H 2.030342 -7.171981 0.723140  0.425
H 0.354089 -6.152865 2.601037  0.408
H -1.884263 -5.879588 1.508529  0.241
H -1.955049 -6.608519 -0.888145  0.418
C 3.217595 4.220769 1.354673  -1.138
C 2.605461 3.209002 2.136054  0.366
C 2.633139 2.050278 1.399299  -0.915
N 3.234538 2.325666 0.201401  0.010
C 3.599004 3.645514 0.167594  -0.414
H 3.363916 5.254246 1.630701  0.415
H 2.191181 3.316602 3.127902  0.547
H 2.276334 1.056312 1.623576  0.493
H 3.386110 1.660843 -0.539283  0.252
H 4.095392 4.060236 -0.696260  0.423
C 2.557241 0.920198 -6.396188  -0.497
C 3.332939 1.090316 -5.221960  -0.756
C 2.505639 1.614934 -4.260331  -0.415
N 1.263771 1.771045 -4.810319  0.089
C 1.282895 1.345963 -6.110173  -0.869
H 2.893720 0.527862 -7.344991  0.800
H 4.379220 0.854559 -5.094992  0.419
H 2.692969 1.891532 -3.234100  0.608
H 0.458518 2.141472 -4.332139  0.218
H 0.392153 1.383848 -6.718109  0.407
C -2.238023 4.266819 4.684519  -0.988
C -3.134508 3.191019 4.472402  -0.341
C -2.430635 2.186889 3.853894  -1.014
N -1.143412 2.619386 3.679172  0.668
C -1.016594 3.884800 4.187734  -0.389
H -2.461476 5.215383 5.149245  0.430
H -4.179275 3.154824 4.742733  0.466
H -2.733976 1.205301 3.521700  0.640
H -0.404417 2.089590 3.245367  0.061
H -0.070576 4.403381 4.150611  0.436
C -6.588457 -0.875261 6.109322  -0.267
C -7.149165 -2.062909 5.579261  -0.793
C -7.505614 -1.800267 4.278832  -0.306
N -7.185285 -0.496853 4.007910  0.133
C -6.621727 0.072907 5.116345  -0.800
H -6.201752 -0.729807 7.107058  0.594
H -7.276164 -3.005410 6.090868  0.424
H -7.959088 -2.426231 3.525811  0.391
H -7.339838 -0.030649 3.128449  0.226
H -6.293853 1.101024 5.103686  0.409
C 3.805859 3.872555 -10.750703  -0.237
C 4.836777 4.575762 -10.080671  -0.470
C 5.046836 3.946292 -8.877763  -0.498
N 4.178036 2.892154 -8.794704  0.294
C 3.420853 2.836443 -9.934643  -0.957
H 3.392116 4.098048 -11.722260  0.429
H 5.367043 5.445385 -10.438657  0.412
H 5.737092 4.158139 -8.075735  0.405
H 4.106700 2.255174 -8.015941  0.137
H 2.674452 2.067181 -10.065647  0.454
C 1.641706 -0.645421 6.574404  -0.320
C 0.740544 0.354916 6.128329  0.537
C 1.491902 1.421029 5.710452  -1.619
N 2.812648 1.110968 5.890809  0.148
C 2.913785 -0.150439 6.413545  -1.094
H 1.388455 -1.618966 6.968202  0.483
H -0.338315 0.298281 6.113527  0.605
H 1.201096 2.376061 5.300687  0.647
H 3.588014 1.714815 5.671974  0.196
H 3.878387 -0.585321 6.625443  0.389
C 7.052255 0.006574 -13.146586  -0.588
C 7.827490 0.178357 -11.973235  -0.294
C 7.001101 0.705716 -11.011029  -0.836
N 5.757003 0.862461 -11.561706  0.291
C 5.777993 0.434044 -12.861369  -0.479
H 7.388371 -0.387139 -14.094043  0.406
H 8.873412 -0.058027 -11.846375  0.416
H 7.190445 0.983437 -9.985035  0.466
H 4.951015 1.234932 -11.083217  0.224
H 4.887700 0.471353 -13.470124  0.395
C 2.381425 0.612968 10.214152  -0.408
C 2.841175 1.650197 9.365028  0.296
C 3.263849 2.679849 10.169136  -0.891
N 3.071807 2.304117 11.472238  0.040
C 2.539180 1.043420 11.508675  -0.847
H 1.980743 -0.342982 9.911507  0.518
H 2.860872 1.643374 8.286708  0.328
H 3.682194 3.644971 9.927684  0.363
H 3.289139 2.866841 12.277582  0.184
H 2.317701 0.563556 12.449568  0.393
C 6.726305 -3.783648 -8.007945  -0.579
C 5.587352 -4.312923 -8.663591  -0.481
C 5.169012 -3.375967 -9.576488  -0.460
N 6.010222 -2.299391 -9.492742  0.151
C 6.965511 -2.541473 -8.543157  -0.317
H 7.307388 -4.258954 -7.231844  0.381
H 5.125367 -5.272940 -8.487797  0.384
H 4.346852 -3.382132 -10.275565  0.370
H 5.938207 -1.458677 -10.045519  0.222
H 7.730255 -1.810533 -8.329601  0.358
C -2.488444 -0.022756 10.210398  -0.591
C -3.670116 -0.548666 9.629500  -0.438
C -3.306718 -1.175336 8.463721  -0.471
N -1.953935 -1.044147 8.315486  0.078
C -1.444616 -0.346145 9.378062  -0.268
H -2.410468 0.530814 11.134106  0.414
H -4.673882 -0.476401 10.021241  0.408
H -3.891664 -1.701511 7.724672  0.444
H -1.417678 -1.404556 7.543924  0.201
H -0.387646 -0.139037 9.449019  0.269

Cartesian forces, eV/Å:
C -0.5 -0.8 -0.2
C 1.2 2.0 0.1
C -0.4 -0.6 0.5
C -0.3 1.0 -0.2
C 0.2 0.1 0.3
C 0.1 0.2 -0.7
C 0.7 -0.9 0.7
C -0.3 1.3 -1.2
C 0.4 -0.3 1.7
C -1.3 -0.2 -0.2
C 2.3 2.2 -0.5
O -2.2 -1.7 -1.5
C -1.9 0.4 -1.7
O 2.5 -0.6 2.7
O 2.1 1.2 -0.8
C -0.1 -1.6 0.2
C 0.9 -1.5 0.1
C 0.5 1.5 -2.3
O -0.7 -1.9 2.8
O -1.0 2.0 0.2
H -0.5 -1.3 0.0
H -1.0 0.7 -1.2
H 1.4 -0.1 0.1
H 1.1 1.0 0.0
H -1.6 0.0 0.0
H -0.6 -1.4 -0.5
H 1.6 -0.2 -0.3
H 1.2 0.7 0.7
H -1.4 0.2 -0.3
H 1.2 -0.6 0.7
H -0.9 0.6 1.2
H -0.7 0.3 -1.2
H -1.1 -0.1 1.0
H 0.7 0.0 1.2
H -1.3 -1.0 -0.1
H 0.9 1.0 -0.5
H -0.9 -1.1 -1.1
H -0.8 -1.3 -0.9
H 0.0 0.2 1.7
H 0.2 0.7 -1.6
H 1.2 -1.3 0.0
H 0.5 -1.3 0.9
H -1.3 0.3 1.0
H -1.5 0.3 -0.1
H 0.4 1.5 -1.0
H 0.8 1.5 -0.1
H 1.4 -0.9 0.5
H -1.1 -0.1 0.0
C -0.2 0.0 -0.1
C 0.0 0.1 0.2
C 0.0 0.1 0.1
N 0.1 -0.1 0.0
C 0.0 0.0 -0.1
H 0.0 0.0 0.1
H -0.1 0.0 0.0
H 0.0 0.0 -0.1
H 0.1 -0.1 -0.1
H 0.1 0.0 0.0
C 0.1 0.1 -0.2
C -0.1 -0.2 0.0
C -0.1 -0.1 0.0
N 0.0 0.1 0.1
C 0.0 0.1 0.0
H 0.0 -0.1 0.0
H 0.0 0.0 -0.1
H 0.0 0.1 0.0
H 0.0 0.1 0.1
H 0.0 0.0 0.1
C -0.2 0.0 -0.1
C 0.1 0.1 0.2
C 0.1 0.0 0.1
N 0.0 -0.1 -0.1
C 0.0 0.1 0.0
H -0.1 -0.1 0.1
H -0.1 0.0 0.0
H 0.0 0.0 -0.1
H 0.1 -0.1 0.0
H 0.1 0.0 0.0
C 0.2 0.1 0.0
C -0.1 -0.2 -0.1
C 0.0 -0.1 -0.1
N -0.1 0.0 0.0
C 0.1 0.0 0.0
H 0.0 -0.1 0.0
H 0.1 0.0 0.0
H 0.0 0.1 0.1
H -0.1 0.1 0.1
H -0.1 0.0 0.0
C 0.1 0.2 0.1
C -0.1 -0.2 -0.2
C 0.0 0.0 -0.1
N 0.1 0.0 0.1
C 0.0 0.0 0.0
H 0.0 0.0 -0.1
H 0.0 0.1 0.0
H 0.0 0.1 0.1
H 0.0 -0.2 0.0
H 0.0 -0.1 0.0
C -0.1 -0.2 -0.1
C 0.2 0.0 0.2
C 0.0 0.0 0.0
N 0.2 0.0 -0.1
C -0.1 -0.1 0.0
H 0.0 0.0 0.1
H 0.0 -0.1 0.0
H -0.1 0.0 -0.1
H -0.1 0.2 -0.1
H 0.0 0.1 0.0
C 0.3 0.0 0.0
C -0.1 0.0 -0.1
C 0.0 0.3 -0.1
N 0.0 -0.2 -0.1
C 0.0 -0.1 0.0
H 0.1 0.1 0.0
H 0.1 0.1 0.0
H 0.0 -0.1 0.1
H -0.1 -0.1 0.0
H -0.1 0.0 0.0
C -0.2 0.0 -0.1
C 0.1 0.0 0.2
C 0.0 0.0 0.1
N 0.0 -0.2 0.0
C 0.0 0.0 0.0
H 0.0 0.0 0.1
H -0.1 0.0 0.0
H 0.0 0.0 -0.1
H 0.1 0.2 -0.1
H 0.1 0.0 0.0
C 0.0 -0.1 0.2
C 0.1 0.3 0.0
C 0.0 0.0 0.0
N 0.0 -0.1 0.0
C -0.1 0.0 0.0
H 0.1 0.1 0.0
H -0.1 0.0 0.1
H -0.1 -0.1 0.0
H 0.0 -0.1 -0.1
H 0.0 0.0 -0.1
C 0.2 0.2 0.1
C -0.2 0.0 -0.1
C 0.0 0.0 0.0
N -0.1 -0.1 0.0
C 0.0 0.1 0.0
H 0.0 0.0 -0.1
H 0.0 0.1 0.0
H 0.1 0.0 0.1
H 0.1 -0.1 0.0
H 0.0 -0.1 0.0
C 0.3 0.0 0.0
C -0.1 -0.1 -0.1
C -0.2 -0.1 -0.1
N 0.0 0.0 0.1
C 0.1 0.0 0.0
H 0.0 0.0 -0.1
H 0.1 0.0 0.0
H 0.0 0.1 0.1
H -0.1 0.1 0.1
H -0.1 0.1 0.0

Record 2
This record from OMol25 describes a 2-piece molecular cluster, C2H2NOP overall in a non-equilibrium geometry. The level of theory is ωB97M-V with the def2-TZVPD basis set.

- HOMO: -10.1 eV
- Orbital gap: 0.394 Eh
- Molar mass: 87.02 Da
- Energy relative to the best compared isomer or geometry (same formula, charge and spin): 99.0 kcal/mol

Each line ends with the Mulliken charge.
Positions of all 7 atoms, in Å:
C 3.009075 0.228866 -0.106873  -0.217
N 2.330611 0.622885 0.742904  0.444
O 1.661384 0.970958 1.658623  -0.545
H 3.179528 -0.419508 -0.817568  0.311
C -2.033523 -0.431078 0.985523  0.021
P -1.778167 -1.024252 -0.416876  -0.360
H -2.326811 -0.106248 2.029462  0.346

Cartesian forces, eV/Å:
C -1.0 2.9 3.2
N 0.1 -0.8 -0.1
O -0.1 0.6 0.4
H 1.1 -2.8 -3.4
C -0.6 -0.1 0.8
P -0.1 0.5 1.0
H 0.7 -0.4 -1.8